{
  "formula": "C29H49BrClN6O5W",
  "method": "ωB97M-V/def2-TZVPD",
  "total_charge": 1,
  "e_homo_ev": [-8.0, -10.5],
  "multiplicity": 3,
  "relative_energy_ev": 0.000,
  "fmax_ev_per_a": 0.2,
  "species": ["W", "C", "N", "C", "C", "C", "N", "C", "C", "H", "H", "H", "H", "H", "H", "H", "H", "H", "H", "H", "H", "H", "H", "H", "H", "C", "O", "C", "O", "N", "N", "H", "H", "H", "H", "H", "H", "C", "C", "C", "C", "N", "H", "H", "H", "H", "H", "H", "H", "H", "H", "Cl", "C", "C", "O", "O", "H", "H", "C", "C", "C", "C", "C", "C", "C", "O", "C", "C", "C", "H", "H", "H", "H", "H", "H", "H", "H", "H", "H", "H", "H", "Br", "C", "C", "C", "C", "N", "C", "H", "H", "H", "H"],
  "coordinates": [[-0.4462, -1.0416, -0.1403], [-0.8597, -1.4536, -3.7939], [0.2880, -1.2764, -2.8916], [1.0886, -2.5081, -2.9882], [1.1541, -0.1778, -3.4036], [0.4784, 1.1117, -3.8459], [-0.0466, 1.9400, -2.7790], [-1.0689, 2.8396, -3.2867], [1.0062, 2.6966, -2.1278], [-0.5262, -1.4914, -4.8391], [-1.5783, -0.6497, -3.6701], [-1.3453, -2.4021, -3.5737], [1.2992, -2.7485, -4.0378], [0.5521, -3.3466, -2.5461], [2.0366, -2.3854, -2.4728], [1.6895, -0.5626, -4.2842], [1.8993, 0.0276, -2.6371], [-0.3319, 0.8812, -4.5376], [1.2267, 1.6642, -4.4433], [-0.6803, 3.5211, -4.0613], [-1.4643, 3.4462, -2.4719], [-1.8930, 2.2642, -3.7083], [1.4975, 3.4006, -2.8212], [1.7626, 2.0224, -1.7310], [0.6011, 3.2625, -1.2889], [3.8400, 0.5591, -0.5614], [3.8889, -0.7226, 0.0971], [2.8186, -1.4983, 0.0504], [1.7608, -1.1650, -0.4858], [3.0830, -2.6733, 0.6479], [2.2153, -3.7576, 0.5628], [4.7437, 1.0706, -0.2483], [2.9586, 1.1134, -0.2517], [3.8476, 0.4147, -1.6397], [4.0155, -2.7862, 1.0188], [1.9726, -4.0658, 1.4963], [2.6664, -4.5158, 0.0635], [0.6004, -2.7193, 3.4722], [-0.5801, -2.0058, 2.8143], [-1.8236, -2.8968, 2.8512], [-0.8542, -0.6745, 3.5176], [-0.2619, -1.7186, 1.4269], [0.4287, -2.8047, 4.5455], [1.5266, -2.1624, 3.3180], [0.7068, -3.7334, 3.0803], [-2.0827, -3.1251, 3.8858], [-1.6415, -3.8403, 2.3320], [-2.6667, -2.3914, 2.3814], [-1.1331, -0.8578, 4.5563], [-1.6686, -0.1465, 3.0219], [0.0297, -0.0358, 3.4980], [-4.4255, 1.5679, -2.0724], [-4.1426, 0.6486, -0.5938], [-2.7915, -0.0038, -0.5469], [-2.4474, -0.6040, 0.5196], [-1.9807, -0.0388, -1.4983], [-4.8995, -0.1317, -0.5171], [-4.2437, 1.3040, 0.2682], [0.4223, 6.6666, 3.2399], [0.4894, 5.2579, 2.7247], [-0.5219, 4.7262, 1.9309], [-0.4770, 3.4419, 1.4164], [-1.6786, 2.9309, 0.6647], [0.6654, 2.6282, 1.6834], [0.8470, 1.3379, 1.1539], [0.0459, 0.8054, 0.2229], [1.6851, 3.1529, 2.5383], [2.8833, 2.3234, 2.9132], [1.5763, 4.4358, 3.0278], [-0.5874, 7.0681, 3.1639], [1.0839, 7.3226, 2.6691], [0.7338, 6.7212, 4.2837], [-1.3942, 5.3357, 1.7191], [-1.4354, 2.5913, -0.3425], [-2.4354, 3.7133, 0.5999], [-2.1126, 2.0769, 1.1935], [1.6869, 0.7290, 1.4704], [3.4728, 2.0395, 2.0369], [2.5947, 1.3999, 3.4238], [3.5355, 2.8813, 3.5827], [2.3634, 4.8184, 3.6692], [-0.5643, -6.9047, -0.0044], [-1.4555, -5.3683, -0.6257], [-2.6930, -5.4473, -1.2408], [-3.2773, -4.2659, -1.6657], [-2.6192, -3.0681, -1.4578], [-1.4252, -2.9984, -0.8561], [-0.8539, -4.1387, -0.4488], [-3.1822, -6.4011, -1.3833], [-4.2398, -4.2682, -2.1568], [-3.0456, -2.1360, -1.7972], [0.1142, -4.0449, 0.0216]],
  "forces_ev_per_angstrom": [[-0.101, -0.086, 0.079], [-0.005, 0.015, 0.005], [-0.008, 0.007, -0.032], [-0.006, 0.011, -0.002], [-0.002, -0.004, 0.004], [-0.003, -0.009, -0.002], [-0.005, 0.008, 0.008], [-0.002, -0.004, 0.002], [-0.012, -0.008, -0.010], [-0.003, -0.001, -0.003], [0.001, -0.008, -0.002], [-0.014, -0.010, 0.010], [0.003, -0.002, 0.002], [-0.001, 0.003, -0.007], [0.010, 0.001, 0.009], [0.001, 0.003, -0.001], [0.010, 0.003, 0.008], [0.001, 0.004, 0.003], [0.003, -0.001, 0.001], [-0.004, 0.002, 0.001], [-0.003, 0.006, 0.003], [-0.004, -0.001, 0.003], [0.000, -0.002, 0.002], [0.008, -0.003, 0.009], [-0.001, -0.001, 0.008], [-0.004, 0.006, -0.005], [-0.031, -0.027, -0.003], [0.012, 0.033, 0.062], [-0.059, -0.024, -0.085], [0.010, -0.010, 0.004], [0.043, 0.026, -0.001], [0.000, -0.001, 0.001], [-0.007, 0.003, 0.003], [0.000, -0.004, -0.008], [-0.001, -0.011, 0.001], [-0.002, -0.003, 0.018], [0.004, -0.008, 0.000], [0.005, 0.009, -0.007], [-0.029, -0.019, -0.007], [-0.004, 0.002, -0.004], [0.005, 0.004, -0.001], [0.038, 0.059, 0.031], [0.001, -0.002, -0.001], [-0.001, -0.004, 0.000], [0.008, -0.005, -0.005], [-0.001, 0.001, 0.001], [0.002, -0.002, -0.006], [0.002, -0.001, 0.001], [-0.001, 0.000, 0.001], [0.000, -0.001, 0.000], [-0.001, 0.000, 0.001], [0.008, -0.003, -0.007], [-0.007, -0.019, -0.026], [0.015, 0.011, -0.074], [0.007, -0.035, 0.034], [0.047, 0.025, 0.036], [0.002, 0.008, 0.034], [0.014, 0.017, -0.005], [-0.002, 0.001, 0.001], [0.007, -0.002, 0.004], [0.002, -0.003, -0.013], [0.002, -0.005, -0.003], [-0.006, 0.005, -0.005], [0.005, 0.003, 0.004], [-0.002, 0.005, -0.011], [0.010, 0.020, -0.030], [-0.003, -0.005, 0.007], [-0.002, 0.006, -0.002], [-0.005, 0.007, -0.002], [0.000, 0.000, 0.000], [0.000, 0.000, -0.001], [0.000, 0.000, 0.000], [0.000, 0.001, 0.002], [0.008, -0.008, -0.011], [0.001, 0.003, 0.009], [0.007, -0.002, -0.002], [0.005, -0.005, 0.004], [0.002, -0.004, -0.002], [-0.001, 0.000, -0.001], [0.001, -0.001, 0.001], [0.000, 0.001, 0.001], [0.002, -0.004, -0.001], [-0.013, 0.010, -0.008], [0.001, 0.003, -0.001], [-0.001, -0.007, -0.004], [0.011, 0.012, 0.005], [0.057, 0.026, -0.009], [0.003, 0.000, 0.004], [-0.001, -0.001, -0.001], [0.001, 0.000, -0.001], [0.003, -0.005, -0.008], [-0.026, 0.005, -0.008]],
  "lowdin_spin": [0.9169, 0.0011, 0.0129, 0.0019, 0.0012, 0.0001, 0.0012, 0.0003, 0.0004, 0.0006, 0.0000, 0.0001, -0.0001, 0.0007, 0.0000, 0.0003, 0.0003, 0.0000, 0.0000, 0.0001, 0.0001, 0.0000, 0.0000, 0.0005, 0.0001, 0.0075, 0.0016, 0.0057, 0.0197, 0.0027, 0.0009, 0.0001, 0.0058, 0.0004, 0.0002, 0.0000, 0.0000, -0.0019, -0.0072, -0.0020, 0.0043, -0.0684, -0.0002, 0.0001, 0.0000, -0.0002, 0.0000, 0.0000, 0.0002, 0.0002, 0.0047, 0.0000, 0.0023, 0.0185, 0.0061, 0.0026, 0.0011, 0.0006, 0.0228, 0.1284, -0.0155, 0.1111, 0.0177, 0.0226, 0.3825, 0.1937, 0.1015, 0.0158, -0.0182, 0.0004, 0.0086, 0.0041, -0.0038, 0.0046, -0.0001, 0.0057, 0.0236, 0.0037, 0.0042, -0.0003, -0.0039, -0.0006, -0.0001, 0.0083, -0.0013, 0.0078, 0.0147, 0.0146, 0.0005, -0.0002, 0.0005, 0.0023]
}